The following is a DFT calculation (wB97M-V/def2-TZVPD) of a cluster of 6 separate species, C5H23N2O6 in total in a non-equilibrium geometry.

- energy relative to the best compared isomer or geometry (same formula, charge and spin) (eV) = 3.365
- gap between HOMO and LUMO (Ha) = 0.3271
- total charge = +1
- LUMO (eV) = -2.49
- HOMO energy (hartree) = -0.419

Cartesian coordinates (Å):
C 0.549 2.607 -0.330
O -0.413 1.683 0.157
C 1.607 1.997 -1.300
C 0.989 0.805 -2.113
C 0.737 -0.410 -1.243
C 1.751 -0.976 -0.601
N 1.571 -1.838 0.498
N -0.664 -0.807 -1.306
H -0.012 3.329 -0.959
H 1.155 2.980 0.492
H -0.050 1.163 0.901
H 2.485 1.628 -0.797
H 2.025 2.689 -2.044
H 0.136 1.145 -2.712
H 1.710 0.399 -2.900
H 2.767 -0.806 -0.968
H 0.817 -2.504 0.309
H 2.441 -2.296 0.715
H -0.918 -1.798 -1.389
H -1.106 -0.461 -0.414
H -1.340 -0.182 -1.882
H -1.337 0.843 4.570
H -2.701 0.624 3.730
O -1.771 0.378 3.846
H -1.740 -0.328 2.296
H -0.864 -1.538 1.578
O -1.448 -0.781 1.473
H -2.217 1.174 -2.727
H -1.850 0.260 -3.820
O -2.400 0.262 -3.014
H 0.163 -4.815 -0.466
H -1.027 -4.118 0.301
O -0.236 -3.971 -0.224
H 1.493 2.466 2.982
H 1.640 0.927 2.794
O 1.068 1.681 2.608

---

The following is a DFT calculation (wB97M-V/def2-TZVPD) of a cluster of 8 separate species, C5H23NO9 in total in a non-equilibrium geometry.

- energy relative to the best compared isomer or geometry (same formula, charge and spin) (eV) = 2.233
- gap between HOMO and LUMO (Ha) = 0.3872
- LUMO (eV) = 0.02
- HOMO energy (hartree) = -0.387

Cartesian coordinates (Å):
C 3.065 1.274 0.158
C 2.534 -0.074 0.623
C 1.283 -0.133 1.498
C 0.016 -0.424 0.670
O 0.141 -0.778 -0.483
N -1.142 0.247 1.040
C -1.496 0.767 2.312
O -2.665 0.981 2.475
H 2.654 2.154 0.660
H 3.179 1.575 -0.880
H 4.063 1.349 0.611
H 3.310 -0.625 1.161
H 2.481 -0.782 -0.207
H 1.488 -0.911 2.238
H 1.172 0.741 2.142
H -1.975 0.143 0.472
H -0.596 1.060 2.857
O -3.430 -1.455 2.538
H -3.118 -1.645 1.637
H -4.083 -0.793 2.274
O 2.883 -0.236 -3.165
H 3.045 -0.462 -2.245
H 2.246 0.489 -3.122
O 2.342 -2.845 -2.698
H 1.447 -2.775 -2.361
H 2.398 -2.351 -3.521
O -0.583 3.747 2.214
H -1.099 3.249 2.867
H -1.231 3.630 1.503
O -3.871 -3.001 0.299
H -4.629 -2.524 -0.058
H -4.180 -3.291 1.165
O 0.720 1.896 -3.270
H 1.506 2.379 -2.982
H 0.030 2.405 -2.828
O -2.948 -0.864 -1.686
H -2.777 -1.771 -1.957
H -2.182 -0.346 -1.949

---

The following is a DFT calculation (wB97M-V/def2-TZVPD) of a cluster of 6 separate species, C5H23O6 in total in a non-equilibrium geometry.

- energy relative to the best compared isomer or geometry (same formula, charge and spin) (eV) = 2.999
- gap between HOMO and LUMO (Ha) = 0.4121
- total charge = +1
- LUMO (eV) = -2.46
- HOMO energy (hartree) = -0.503

Cartesian coordinates (Å):
O -0.331 0.231 0.776
H -0.871 -0.642 0.773
H -0.163 0.687 -0.177
H 0.546 -0.268 1.055
C 0.827 -1.930 -1.983
O -0.364 -1.194 -1.808
H 1.559 -1.938 -1.046
H 1.324 -1.308 -2.810
H 0.574 -3.094 -2.055
H -0.742 -1.218 -2.637
C 1.194 -0.851 3.582
O 1.422 -1.132 2.273
H 2.101 -0.721 4.289
H 0.371 -1.461 3.988
H 0.685 -0.043 3.903
H 1.779 -1.957 2.143
C 2.951 1.333 -1.409
O 2.341 0.907 -0.109
H 2.709 2.298 -1.520
H 2.542 0.962 -2.265
H 3.971 1.285 -1.387
H 2.968 1.194 0.538
C -3.202 -1.014 0.283
O -2.069 -1.783 0.521
H -4.134 -1.577 0.683
H -3.466 -0.922 -0.782
H -3.144 -0.090 0.781
H -1.997 -2.544 0.056
C -1.744 2.907 -0.648
O -0.795 2.047 -1.202
H -1.776 3.810 -1.239
H -1.595 3.146 0.392
H -2.984 2.608 -0.851
H -0.491 2.274 -2.109

---

The following is a DFT calculation (wB97M-V/def2-TZVPD) of a cluster of 6 separate species, C5H24N2O5 in total in a non-equilibrium geometry.

- energy relative to the best compared isomer or geometry (same formula, charge and spin) (eV) = 1.158
- gap between HOMO and LUMO (Ha) = 0.3488
- LUMO (eV) = 0.14
- HOMO energy (hartree) = -0.343

Cartesian coordinates (Å):
C 3.430 0.396 2.202
C 1.919 0.190 2.360
C 1.006 1.043 1.420
C 1.052 0.605 -0.044
N -0.200 1.028 -0.657
C 2.213 1.196 -0.834
N 2.106 0.838 -2.282
H 3.770 0.209 1.188
H 3.679 1.412 2.489
H 3.925 -0.347 2.812
H 1.715 -0.852 2.116
H 1.647 0.381 3.397
H 1.508 2.020 1.447
H 0.019 1.079 1.859
H 1.166 -0.472 -0.134
H -0.276 0.769 -1.632
H -0.430 2.010 -0.575
H 2.097 2.283 -0.831
H 3.230 1.001 -0.508
H 3.049 0.794 -2.635
H 1.730 -0.097 -2.386
O -2.956 1.778 -0.232
H -3.193 2.012 0.663
H -2.158 1.227 -0.298
O 2.130 -2.422 -2.092
H 2.214 -2.345 -3.039
H 1.222 -2.625 -1.873
O -2.375 -0.563 2.598
H -2.023 -0.661 3.489
H -1.896 -1.222 2.106
O -2.596 -2.472 -1.974
H -2.972 -2.132 -1.145
H -1.687 -2.582 -1.800
O -4.096 -0.810 -0.255
H -3.840 -0.507 0.620
H -3.867 -0.056 -0.816

---

The following is a DFT calculation (wB97M-V/def2-TZVPD) of a cluster of 6 separate species, C5H24N2O5 in total in a non-equilibrium geometry.

- 2S+1 = 2
- ⟨S²⟩ = 0.755
- gap between HOMO and LUMO (alpha / beta) (Ha) = 0.3929 / 0.0956
- total charge = +3
- LUMO (alpha / beta) (eV) = -9.87 / -17.93
- HOMO energy (alpha / beta) (hartree) = -0.756 / -0.755

Cartesian coordinates (Å):
C 0.375 -1.497 1.700
C -0.344 -0.948 0.448
C -0.065 0.570 0.345
C -0.664 1.331 1.530
C 1.378 2.369 2.323
N 0.200 2.511 1.904
N 0.463 -1.554 -0.767
H -0.322 -2.237 2.191
H 1.359 -1.865 1.481
H 0.580 -0.799 2.502
H -1.311 -1.379 0.249
H -0.520 0.896 -0.568
H 1.031 0.722 0.238
H -0.964 0.769 2.411
H -1.534 1.845 1.042
H 1.949 3.199 2.769
H 1.886 1.383 2.490
H -0.262 3.431 1.871
H 1.509 -1.230 -0.707
H 0.251 -1.170 -1.695
H 0.382 -2.570 -0.764
H 2.738 -0.518 -2.613
H 2.388 0.494 -1.616
O 2.658 -0.438 -1.644
H -0.670 1.306 -3.530
H -1.923 0.904 -2.896
O -0.975 0.960 -2.670
H 0.613 -4.875 0.765
H -0.582 -4.755 -0.257
O -0.011 -4.236 0.341
H -1.118 4.008 -0.628
H -0.392 5.292 -0.136
O -0.552 4.352 0.072
H -2.664 -2.881 -1.920
H -2.598 -1.397 -2.481
O -2.292 -1.991 -1.776

---

The following is a DFT calculation (wB97M-V/def2-TZVPD) of a cluster of 6 separate species, C5H24N2O5S in total in a non-equilibrium geometry.

- energy relative to the best compared isomer or geometry (same formula, charge and spin) (eV) = 1.772
- gap between HOMO and LUMO (Ha) = 0.3380
- LUMO (eV) = 0.52
- HOMO energy (hartree) = -0.319

Cartesian coordinates (Å):
C 0.390 -0.766 3.108
N -0.512 -0.289 2.035
C -0.832 1.118 2.227
C 0.195 -0.512 0.723
C -0.350 -1.862 0.187
N 0.672 -2.408 -0.770
C -1.592 -1.569 -0.652
S -3.120 -1.593 0.348
H -0.123 -0.759 4.062
H 0.771 -1.726 2.765
H 1.274 -0.110 3.143
H -1.700 1.340 1.604
H -1.287 1.228 3.221
H -0.002 1.826 2.152
H 1.275 -0.461 0.888
H -0.137 0.320 0.100
H -0.460 -2.566 1.001
H 1.103 -3.249 -0.413
H 0.300 -2.634 -1.683
H -1.781 -2.342 -1.411
H -1.545 -0.800 -1.428
H -2.714 -0.893 1.425
O -0.482 3.238 -0.454
H -1.417 3.020 -0.388
H -0.372 3.338 -1.416
O 0.004 -0.054 -3.272
H 0.681 -0.246 -2.582
H 0.494 -0.150 -4.097
O -1.058 2.382 -2.948
H -1.926 1.967 -3.035
H -0.496 1.588 -3.101
O 2.289 -0.087 -1.803
H 2.064 -1.009 -1.621
H 2.574 0.396 -1.016
O 2.593 1.238 0.818
H 1.781 1.556 1.152
H 3.444 1.534 1.130

---

The following is a DFT calculation (wB97M-V/def2-TZVPD) of a cluster of 6 separate species, C5H24N2O6 in total in a non-equilibrium geometry.

- energy relative to the best compared isomer or geometry (same formula, charge and spin) (eV) = 1.902
- gap between HOMO and LUMO (Ha) = 0.3513
- LUMO (eV) = 0.59
- HOMO energy (hartree) = -0.330

Cartesian coordinates (Å):
C 1.838 0.531 0.874
N 1.294 -0.794 1.167
C -0.042 -0.965 0.573
C -1.101 -0.541 1.533
O -1.120 0.824 2.019
C -0.221 -2.506 0.335
C -1.490 -2.824 -0.440
N -1.254 -2.685 -1.872
H 2.823 0.653 1.320
H 2.034 0.708 -0.194
H 1.113 1.236 1.260
H 1.851 -1.633 1.025
H 0.046 -0.625 -0.457
H -2.126 -0.650 1.187
H -1.152 -1.128 2.454
H -0.269 1.013 2.452
H 0.691 -2.912 -0.116
H -0.180 -2.941 1.344
H -1.904 -3.806 -0.199
H -2.245 -2.118 -0.082
H -2.098 -2.511 -2.384
H -0.468 -2.079 -2.049
O 2.457 2.525 -2.649
H 2.946 3.231 -3.085
H 2.126 1.944 -3.328
O -0.267 2.607 -1.936
H 0.554 3.003 -1.594
H -0.992 2.962 -1.393
O 0.628 -1.004 3.994
H 1.246 -0.606 4.611
H 1.109 -1.486 3.317
O -1.755 2.724 0.314
H -1.797 1.958 0.899
H -1.903 3.509 0.812
O 0.540 0.496 -3.379
H -0.250 1.060 -3.347
H 0.611 0.427 -2.434

---

The following is a DFT calculation (wB97M-V/def2-TZVPD) of a cluster of 7 separate species, C5H24N2O7 in total in a non-equilibrium geometry.

- energy relative to the best compared isomer or geometry (same formula, charge and spin) (eV) = 2.559
- gap between HOMO and LUMO (Ha) = 0.3257
- LUMO (eV) = 0.23
- HOMO energy (hartree) = -0.317

Cartesian coordinates (Å):
N 1.479 -0.446 -0.928
C 0.827 0.205 -2.090
N 0.084 1.403 -1.762
C -0.992 1.279 -0.808
C -2.337 0.880 -1.480
C -3.485 1.750 -1.011
C -4.109 1.263 0.264
O -3.815 1.636 1.363
H 0.765 -0.472 -0.191
H 2.107 0.229 -0.533
H 0.131 -0.504 -2.502
H 1.600 0.509 -2.777
H 0.640 2.223 -1.534
H -1.151 2.260 -0.404
H -0.782 0.568 -0.011
H -2.529 -0.131 -1.205
H -2.231 0.900 -2.573
H -3.296 2.834 -1.110
H -4.234 1.839 -1.817
H -4.737 0.381 0.069
O -2.322 -2.539 -0.946
H -1.602 -1.954 -0.710
H -2.319 -3.142 -0.200
O -1.026 -1.241 1.151
H -0.212 -1.757 1.354
H -1.132 -0.687 1.930
O 3.261 -2.234 1.213
H 3.026 -1.938 0.298
H 4.047 -2.769 1.092
O 4.790 0.494 1.645
H 4.765 1.049 0.847
H 4.259 -0.270 1.334
O 0.708 -3.111 1.874
H 1.598 -3.163 1.460
H 0.610 -4.009 2.219
O 2.654 2.773 1.819
H 1.810 3.162 2.022
H 3.149 2.733 2.638

---

The following is a DFT calculation (wB97M-V/def2-TZVPD) of a cluster of 7 separate species, C5H24NO7 in total in a non-equilibrium geometry.

- energy relative to the best compared isomer or geometry (same formula, charge and spin) (eV) = 1.909
- gap between HOMO and LUMO (Ha) = 0.3224
- total charge = -1
- LUMO (eV) = 3.06
- HOMO energy (hartree) = -0.210

Cartesian coordinates (Å):
C -0.557 1.662 0.097
O 0.637 2.286 0.521
C -0.244 0.431 -0.796
C -1.499 -0.018 -1.635
C -1.198 -1.140 -2.607
C -1.247 -2.528 -1.969
N 0.903 0.649 -1.687
H -1.129 2.459 -0.414
H -1.195 1.269 0.906
H 0.098 -0.378 -0.126
H -1.594 0.854 -2.286
H -2.352 0.027 -0.945
H -0.262 -0.871 -3.141
H -2.053 -1.119 -3.305
H -1.516 -3.377 -2.626
H -1.822 -2.609 -1.058
H -0.234 -2.677 -1.524
H 0.756 1.455 -2.291
H 1.721 0.806 -1.112
H 0.892 -0.106 2.140
H -0.169 0.495 3.115
O 0.002 -0.385 2.731
H 2.215 -2.085 2.790
H 0.900 -1.864 3.644
O 1.689 -2.421 3.528
H 2.641 -0.769 1.215
H 3.452 -1.379 -0.139
O 3.355 -1.405 0.813
H -1.051 2.813 -2.791
H 0.376 3.609 -2.565
O -0.166 3.020 -3.085
H 1.237 1.599 0.950
H 2.582 0.545 2.554
O 2.082 0.523 1.721
H -1.690 0.039 3.033
H -3.102 -0.067 3.149
O -2.456 0.660 3.195

---

The following is a DFT calculation (wB97M-V/def2-TZVPD) of a cluster of 8 separate species, C5H24NO9 in total in a non-equilibrium geometry.

- energy relative to the best compared isomer or geometry (same formula, charge and spin) (eV) = 2.191
- gap between HOMO and LUMO (Ha) = 0.3414
- total charge = -1
- LUMO (eV) = 3.09
- HOMO energy (hartree) = -0.228

Cartesian coordinates (Å):
C 1.103 -2.433 -1.808
N 0.258 -1.534 -1.245
C 0.173 2.238 -2.281
C -0.156 0.718 -2.251
C 0.261 -0.121 -0.968
C 1.693 0.297 -0.447
O 2.172 -0.650 0.379
O 0.875 -3.640 -1.845
H 2.164 -2.100 -1.758
H -0.556 -1.933 -0.938
H -0.063 2.719 -1.316
H 1.295 2.226 -2.278
H -0.202 2.789 -3.130
H 0.358 0.368 -3.120
H -1.169 0.556 -2.308
H -0.468 0.008 -0.164
H 2.562 0.316 -1.244
H 1.566 1.357 -0.057
H -0.900 -0.150 2.078
H -1.107 1.372 2.439
O -1.569 0.577 2.231
H -3.254 0.339 -0.895
H -3.868 -0.807 -1.629
O -3.279 -0.099 -1.729
H -2.885 0.897 1.507
H -3.608 2.156 0.908
O -3.705 1.226 0.802
H 0.972 2.201 1.628
H 2.429 2.049 2.015
O 1.814 2.727 1.709
H -0.210 -3.943 0.225
H -0.358 -2.772 1.072
O -0.893 -3.477 0.638
H 0.181 -1.948 2.620
H 1.396 -1.010 1.134
O 0.276 -1.109 2.237
H 1.507 0.155 2.809
H 2.808 -0.102 2.195
O 2.387 0.538 2.787

---

The following is a DFT calculation (wB97M-V/def2-TZVPD) of a cluster of 7 separate species, C5H24O8 in total.

- energy relative to the best compared isomer or geometry (same formula, charge and spin) (eV) = 0.000
- gap between HOMO and LUMO (Ha) = 0.3992
- LUMO (eV) = 0.51
- HOMO energy (hartree) = -0.380

Cartesian coordinates (Å):
C -1.934 -2.669 0.682
C -0.500 -3.056 0.932
C 0.261 -3.424 -0.329
O 0.142 -1.944 1.616
H -2.477 -3.500 0.236
H -2.004 -1.842 -0.031
H -2.426 -2.350 1.600
H -0.458 -3.903 1.626
H 1.334 -3.495 -0.132
H 0.124 -2.698 -1.132
H -0.040 -4.407 -0.699
H 1.073 -2.162 1.737
O 2.191 0.994 -0.638
C 2.531 2.019 0.331
C 1.707 3.250 0.122
O 2.066 3.831 -1.121
H 2.922 0.979 -1.264
H 2.360 1.629 1.335
H 3.584 2.286 0.226
H 1.873 3.936 0.964
H 0.632 3.031 0.158
H 1.977 4.785 -1.065
O -0.068 1.018 2.349
H -0.020 0.075 2.151
H -0.683 1.374 1.689
O 1.566 -0.519 -3.207
H 0.665 -0.619 -3.526
H 1.473 0.018 -2.413
O -0.517 0.254 -0.536
H 0.368 0.631 -0.427
H -0.525 -0.496 0.071
O -2.487 2.180 1.051
H -3.135 2.225 1.759
H -2.939 1.738 0.317
O -3.099 0.584 -1.387
H -2.141 0.481 -1.249
H -3.395 -0.233 -1.794

---

The following is a DFT calculation (wB97M-V/def2-TZVPD) of a cluster of 6 separate species, C5H25N3O5 in total in a non-equilibrium geometry.

- energy relative to the best compared isomer or geometry (same formula, charge and spin) (eV) = 2.727
- 2S+1 = 2
- ⟨S²⟩ = 0.756
- gap between HOMO and LUMO (alpha / beta) (Ha) = 0.3733 / 0.1719
- total charge = +1
- LUMO (alpha / beta) (eV) = -2.80 / -8.23
- HOMO energy (alpha / beta) (hartree) = -0.476 / -0.474

Cartesian coordinates (Å):
C 0.730 -0.207 0.013
N 1.679 0.757 0.672
C 1.479 0.800 2.172
C -0.304 0.828 -0.584
C 0.328 1.783 -1.576
C 1.256 1.143 -2.705
N 0.895 -0.179 -3.429
N -1.422 0.098 -1.119
H 1.311 -0.777 -0.717
H 0.437 -0.904 0.685
H 2.640 0.488 0.501
H 1.817 -0.080 2.774
H 1.879 1.666 2.532
H 0.327 0.626 2.476
H -0.573 1.472 0.285
H 1.085 2.421 -1.013
H -0.366 2.530 -1.965
H 1.954 0.694 -2.067
H 1.652 2.034 -3.270
H 0.238 -0.187 -4.155
H 1.754 -0.845 -3.435
H -1.212 -0.051 -2.230
H -2.328 0.541 -1.058
H -1.882 -2.184 1.701
H -2.247 -2.227 3.044
O -1.679 -1.678 2.488
H -0.484 -2.202 -2.117
H -0.960 -2.312 -0.738
O -0.419 -2.720 -1.282
H -2.606 -0.578 1.402
H -4.071 -0.870 1.307
O -3.409 -0.084 1.224
H -0.438 2.274 1.569
H -1.382 3.077 2.441
O -0.833 3.114 1.716
H 1.953 -3.226 0.949
H 1.195 -2.280 1.676
O 2.007 -2.759 1.834